ORCA calculation (the ωB97M-V functional and the def2-TZVPD basis) on a structure of composition C53H64BI2N2O2.

XYZ file:
```
124
Properties=species:S:1:pos:R:3:lowdin_charge:R:1
C -0.01976 0.90009 2.89644 -0.08
O -0.47206 1.45790 1.67580 -0.22
C -1.62055 2.27938 1.79931 -0.21
C -1.29159 3.76505 1.58722 -0.15
C -1.79705 4.34331 0.27092 -0.18
C -1.01991 3.78067 -0.94942 -0.14
C -1.86768 2.76161 -1.71495 -0.10
N -1.06105 1.67248 -2.40618 -0.09
C -0.44567 0.75862 -1.31913 -0.04
C 0.06994 -0.57228 -1.78689 -0.20
C -0.78178 -1.65354 -1.99723 -0.04
C -0.26800 -2.87246 -2.39615 -0.06
C 1.09629 -3.03734 -2.58056 -0.02
C 1.97141 -1.98262 -2.35068 -0.25
C 3.46040 -2.12999 -2.50020 -0.03
C 1.43754 -0.76034 -1.94872 -0.01
B 0.03883 2.48999 -3.21333 -0.84
N 1.41210 2.16608 -3.08295 0.23
O -0.45354 3.56183 -3.90760 0.12
C -1.87113 0.88549 -3.38633 -0.71
I -0.97000 0.67649 -5.25258 1.14
C -3.03007 0.28312 -3.09632 -0.82
C -3.77729 0.32478 -1.78102 -0.15
I -4.02342 -0.88590 -4.48790 0.98
H -0.03010 1.63610 3.70319 0.10
H 1.00906 0.57215 2.76206 0.09
H -0.61891 0.03286 3.18300 0.08
H -2.37198 1.94057 1.07876 0.11
H -2.07433 2.13891 2.78340 0.11
H -1.63607 4.35205 2.43864 0.12
H -0.20200 3.84344 1.59624 0.12
H -1.63071 5.41956 0.30798 0.11
H -2.87275 4.20211 0.14913 0.11
H -0.78443 4.62669 -1.58974 0.11
H -0.10570 3.33157 -0.56349 0.12
H -2.44809 3.26302 -2.48474 0.15
H -2.55261 2.29369 -1.02580 0.08
H -1.20176 0.66044 -0.54633 0.11
H 0.37006 1.31512 -0.87012 0.12
H -1.84836 -1.57365 -1.84005 0.10
H -0.92689 -3.71633 -2.55157 0.10
H 1.49517 -3.99911 -2.87488 0.12
H 3.92765 -1.84026 -1.55667 0.09
H 3.84383 -1.43131 -3.24499 0.07
H 3.74912 -3.14786 -2.74063 0.08
H 2.10710 0.06247 -1.73371 0.12
H 1.66772 1.24972 -3.43053 0.07
H 1.97856 2.84064 -3.58563 0.11
H -0.05630 4.40411 -3.66293 0.13
H -4.61112 -0.36962 -1.80606 0.05
H -3.15623 0.02967 -0.93511 0.07
H -4.21630 1.30385 -1.60536 0.09
C -4.09059 8.16984 3.36008 -0.09
C -4.04061 8.20984 1.97340 -0.09
C -4.50990 7.13466 1.23209 -0.11
C -5.03466 6.02267 1.87714 -0.11
C -5.08652 5.98366 3.26363 -0.10
C -4.61170 7.05698 4.00490 -0.09
H -3.72564 9.00815 3.93854 0.10
H -3.63822 9.07994 1.47139 0.10
H -4.46914 7.16489 0.15028 0.10
H -5.40750 5.18569 1.29917 0.10
H -5.50001 5.11906 3.76680 0.10
H -4.65156 7.02769 5.08579 0.10
C 7.13312 1.84029 -4.18598 -0.10
C 6.52463 1.02461 -3.24259 -0.11
C 7.03009 -0.24396 -2.99171 -0.10
C 8.14960 -0.69693 -3.67474 -0.09
C 8.75203 0.11579 -4.62469 -0.10
C 8.24061 1.38031 -4.88301 -0.11
H 6.73985 2.82838 -4.38724 0.10
H 5.65546 1.37739 -2.70018 0.09
H 6.55198 -0.88230 -2.25935 0.09
H 8.54350 -1.68491 -3.47681 0.10
H 9.61577 -0.23971 -5.17108 0.11
H 8.70530 2.00720 -5.63269 0.11
C -3.50231 0.09853 4.95515 -0.10
C -3.77160 -0.44799 6.20177 -0.10
C -4.06586 -1.79960 6.31750 -0.10
C -4.08610 -2.60639 5.18866 -0.08
C -3.81481 -2.06110 3.94166 -0.09
C -3.52595 -0.70862 3.82608 -0.11
H -3.27501 1.15394 4.86629 0.09
H -3.75127 0.17939 7.08377 0.11
H -4.27807 -2.22567 7.28921 0.10
H -4.31236 -3.66025 5.28155 0.11
H -3.82886 -2.69097 3.06141 0.10
H -3.31770 -0.28220 2.85141 0.09
C -1.33828 -2.15318 8.69175 -0.10
C -0.13414 -2.84333 8.70392 -0.10
C 0.24980 -3.54840 9.83592 -0.10
C -0.57266 -3.56771 10.95378 -0.09
C -1.77754 -2.87937 10.94142 -0.09
C -2.15863 -2.16997 9.81111 -0.10
H -1.63707 -1.60168 7.81004 0.08
H 0.50505 -2.83249 7.83042 0.10
H 1.19031 -4.08360 9.84759 0.10
H -0.27429 -4.11967 11.83532 0.10
H -2.41873 -2.89520 11.81296 0.10
H -3.09701 -1.62892 9.80456 0.10
C 5.97606 -0.29145 -7.00673 -0.08
C 4.61299 -0.04935 -6.90222 -0.10
C 3.78078 -0.25945 -7.99294 -0.10
C 4.31115 -0.71809 -9.19084 -0.10
C 5.67308 -0.96256 -9.29655 -0.09
C 6.50473 -0.74730 -8.20590 -0.08
H 6.62128 -0.12496 -6.15627 0.07
H 4.20196 0.30547 -5.96401 0.09
H 2.71806 -0.06639 -7.91237 0.09
H 3.66373 -0.88489 -10.04174 0.10
H 6.08632 -1.32118 -10.23005 0.10
H 7.56744 -0.93505 -8.29070 0.10
C -0.83865 -5.99674 -0.42524 -0.10
C -1.17298 -6.49509 0.82642 -0.10
C -1.43079 -7.84905 0.98609 -0.09
C -1.34897 -8.70459 -0.10393 -0.09
C -1.01253 -8.20690 -1.35471 -0.09
C -0.75946 -6.85188 -1.51539 -0.10
H -0.63727 -4.94039 -0.54796 0.08
H -1.23132 -5.82883 1.67753 0.10
H -1.69476 -8.23866 1.96041 0.10
H -1.54690 -9.76077 0.02194 0.10
H -0.94704 -8.87491 -2.20335 0.10
H -0.49929 -6.46477 -2.49343 0.09
```

## Properties
Total charge   +1
Lowest unoccupied orbital energy   -2.7189 eV
HOMO level   -10.5743 eV
Strongest force on any atom   0.8 eV/Å
Kohn-Sham gap   7.855 eV
Electronic energy   -79947.156 eV